No. 1
CH4P2 | ωB97M-V/def2-TZVPD

Atoms and positions in Å:
P: -0.368 0.041 0.057
P: -3.380 0.146 -0.020
H: -3.260 -0.478 -1.336
H: 2.028 -0.303 -0.529
C: 1.255 0.120 0.100
H: 1.760 0.401 0.960
H: -0.382 -0.300 -1.221

Values from the calculation:
Maximum force: 0.051 hartree/bohr
ΔE to the lowest compared entry with this formula, charge and spin: 323.0 kJ/mol
Net charge: 0
Kohn-Sham gap (alpha / beta): 6.985 / 6.968 eV

---

No. 2
CH4P2S | ωB97M-V/def2-TZVPD

Atoms and positions in Å:
H: -1.025 0.704 0.748
H: -2.213 1.261 -0.840
H: 2.302 -1.321 0.306
S: 0.287 -0.644 -2.440
C: 0.045 -0.189 -0.899
P: 1.601 -0.051 0.257
P: -1.654 0.071 -0.259
H: 0.872 -0.403 1.423

Values from the calculation:
Maximum force: 0.041 hartree/bohr
ΔE to the lowest compared entry with this formula, charge and spin: 232.6 kJ/mol
Net charge: 0
SMILES: PC(P)=S
Kohn-Sham gap: 7.722 eV

---

No. 3
CH4S2 | ωB97M-V/def2-TZVPD

Atoms and positions in Å:
C: 1.121 -1.834 0.002
H: 2.098 -2.630 -0.127
H: 2.254 -1.170 0.537
H: -0.240 2.259 -0.140
S: 0.541 -1.114 -1.449
H: -0.658 0.906 0.411
S: -1.177 1.842 1.406

Values from the calculation:
Maximum force: 0.179 hartree/bohr
ΔE to the lowest compared entry with this formula, charge and spin: 710.9 kJ/mol
Net charge: 0
Kohn-Sham gap: 6.719 eV

---

No. 4
CH4S3 | ωB97M-V/def2-TZVPD

Atoms and positions in Å:
H: -1.520 -1.556 -0.027
C: -0.438 -1.551 -0.165
H: 0.769 3.757 0.594
S: 0.187 0.056 0.018
S: -0.400 3.118 0.406
H: 1.474 -0.261 -0.199
H: -0.708 3.148 1.717
S: 0.376 -2.911 -0.492

Values from the calculation:
Maximum force: 0.014 hartree/bohr
ΔE to the lowest compared entry with this formula, charge and spin: 92.9 kJ/mol
Net charge: 0
SMILES: S=CS.S
Kohn-Sham gap: 8.504 eV

---

No. 5
CH4Se | ωB97M-V/def2-TZVPD

Atoms and positions in Å:
H: 0.023 -1.834 -0.496
H: 1.053 0.466 0.548
H: -0.390 1.213 0.585
Se: -0.954 -1.158 0.232
C: 0.088 0.444 0.052
H: 0.180 0.870 -0.921

Values from the calculation:
Maximum force: 0.038 hartree/bohr
ΔE to the lowest compared entry with this formula, charge and spin: 0.0 kJ/mol
Net charge: 0
SMILES: C[SeH]
Kohn-Sham gap: 9.680 eV

---

No. 6
CH5AlBIO2 | ωB97M-V/def2-TZVPD

Atoms and positions in Å:
H: 1.174 -0.528 -2.266
O: -0.971 -0.308 0.614
I: 1.630 -2.308 -0.160
C: -0.687 -0.104 -0.727
H: -0.830 0.937 -0.975
H: -1.379 -0.748 -1.270
O: -1.073 0.967 1.254
B: 0.903 -0.508 -1.116
Al: 0.530 1.441 2.988
H: -0.850 0.778 2.190
H: 1.552 0.381 -0.533

Values from the calculation:
Maximum force: 0.059 hartree/bohr
Net charge: +2
Kohn-Sham gap: 5.298 eV

---

No. 7
CH5BO | ωB97M-V/def2-TZVPD

Atoms and positions in Å:
H: -1.738 -0.191 -0.754
O: 0.229 1.056 0.125
H: 1.427 -0.639 -0.637
H: 1.273 -0.301 1.090
C: 0.832 -0.334 0.138
H: 0.229 1.190 -0.864
B: -1.084 -0.232 0.184
H: -1.604 -0.432 1.200

Values from the calculation:
Maximum force: 0.126 hartree/bohr
ΔE to the lowest compared entry with this formula, charge and spin: 391.1 kJ/mol
Net charge: 0
Kohn-Sham gap: 9.820 eV

---

No. 8
CH5BO2 | ωB97M-V/def2-TZVPD

Atoms and positions in Å:
O: 1.004 1.326 0.063
H: 1.980 1.328 -0.185
H: -1.256 -1.198 0.273
O: 1.001 -1.087 0.096
B: 0.369 0.101 -0.003
H: -2.383 0.698 0.826
H: -1.459 0.027 -1.197
C: -1.173 -0.232 -0.186
H: 1.918 -0.964 0.313

Values from the calculation:
Maximum force: 0.085 hartree/bohr
ΔE to the lowest compared entry with this formula, charge and spin: 324.1 kJ/mol
Net charge: 0
Kohn-Sham gap: 10.250 eV